1.
{
  "formula": "C30H50BrN3P2SSn",
  "method": "ωB97M-V/def2-TZVPD",
  "elements": ["C", "C", "C", "C", "N", "C", "C", "C", "C", "C", "C", "C", "C", "C", "Sn", "P", "H", "H", "H", "H", "H", "H", "H", "H", "C", "C", "H", "H", "H", "H", "H", "C", "C", "H", "H", "H", "H", "H", "C", "C", "H", "H", "H", "H", "H", "Br", "P", "C", "C", "H", "H", "H", "H", "H", "C", "C", "H", "H", "H", "H", "H", "C", "C", "H", "H", "H", "H", "H", "C", "N", "C", "C", "S", "N", "C", "C", "H", "H", "H", "H", "H", "H", "H", "H", "H", "H", "H", "H"],
  "xyz": [[-2.6505, 2.3710, 2.8120], [-3.0008, 1.1259, 2.2254], [-4.3387, 0.9440, 1.8142], [-5.1808, 2.0556, 1.8010], [-4.8025, 3.2608, 2.2304], [-3.5863, 3.4069, 2.7600], [-2.0472, 0.1045, 2.0023], [-1.1160, -0.7200, 1.9350], [-0.4451, -1.8977, 2.4189], [0.5352, -2.5617, 1.6548], [1.4437, -3.4238, 2.2689], [1.2645, -3.7020, 3.6156], [0.1209, -3.2892, 4.3212], [-0.6972, -2.3347, 3.7305], [1.1899, 0.1174, 0.5748], [-0.3922, 1.7291, -0.9478], [-4.7120, -0.0363, 1.5152], [-1.6896, 2.5199, 3.3049], [-6.1990, 1.9578, 1.4192], [-3.3334, 4.3926, 3.1565], [-1.5346, -1.8643, 4.2515], [0.6347, -2.4492, 0.5679], [-0.0866, -3.6682, 5.3170], [2.2861, -3.8396, 1.7175], [0.2140, 2.0668, -2.6621], [-0.7418, 2.7780, -3.6247], [0.4932, 1.0862, -3.0887], [1.1522, 2.6425, -2.5804], [-0.2711, 2.8347, -4.6156], [-1.6889, 2.2414, -3.7550], [-0.9574, 3.8079, -3.3114], [-2.1597, 1.2349, -1.1393], [-3.1369, 2.3936, -1.3348], [-2.4187, 0.6640, -0.2384], [-2.2332, 0.5284, -1.9804], [-4.1304, 1.9900, -1.5735], [-3.2550, 2.9868, -0.4188], [-2.8453, 3.0656, -2.1528], [-0.4306, 3.2852, 0.0189], [-0.5094, 4.5641, -0.8038], [0.4599, 3.3015, 0.6655], [-1.2793, 3.2161, 0.7160], [-0.3638, 5.4307, -0.1479], [0.2634, 4.6140, -1.5796], [-1.4882, 4.6877, -1.2825], [2.6220, -4.6882, 4.5009], [-0.6676, -2.2713, -1.6797], [-1.6787, -1.7550, -3.1325], [-1.6627, -2.6588, -4.3595], [-1.2818, -0.7548, -3.3903], [-2.7139, -1.6094, -2.7840], [-2.1971, -2.1506, -5.1716], [-0.6497, -2.8715, -4.7169], [-2.1776, -3.6082, -4.1681], [0.6422, -3.4233, -2.3375], [0.3679, -4.9260, -2.3792], [1.5107, -3.2287, -1.6789], [0.9291, -3.0674, -3.3412], [1.3011, -5.4477, -2.6340], [0.0262, -5.3303, -1.4183], [-0.3701, -5.1892, -3.1479], [-1.7771, -3.3377, -0.6338], [-2.7966, -4.2049, -1.3632], [-2.2881, -2.6183, 0.0278], [-1.1392, -3.9549, 0.0199], [-3.3929, -4.7433, -0.6139], [-3.4933, -3.6125, -1.9689], [-2.3138, -4.9545, -2.0042], [3.3255, 3.6480, 0.6419], [4.1124, 2.4350, 0.8758], [5.2150, 2.1089, -0.0589], [3.6191, 1.4591, 1.6581], [2.0394, 1.6441, 2.4037], [4.3895, 0.3271, 1.7958], [5.6928, 0.4810, 2.4668], [3.7415, -0.9441, 2.0298], [3.9524, 4.3658, 0.0982], [3.0381, 4.0695, 1.6168], [2.3992, 3.4460, 0.0679], [6.1877, 2.2166, 0.4456], [5.1501, 1.0749, -0.4310], [5.1874, 2.7973, -0.9076], [5.7149, -0.1821, 3.3448], [6.5104, 0.1854, 1.7905], [5.8441, 1.5184, 2.7909], [3.3223, -1.0203, 3.0429], [2.9383, -1.1164, 1.2810], [4.4852, -1.7262, 1.8447]],
  "forces_ev_per_a": [[-0.23, -0.37, -0.35], [-0.90, 0.96, 0.07], [0.34, 0.22, -0.11], [0.14, -0.15, 0.29], [0.02, -0.01, -0.10], [0.09, -0.43, 0.08], [2.31, -1.47, 0.61], [-2.07, 1.34, -0.03], [0.76, -0.74, -0.25], [0.46, -0.26, 0.12], [-0.47, 0.30, 0.11], [-0.02, -0.46, 0.45], [0.36, 0.20, -0.40], [-0.05, 0.24, -0.19], [-1.50, -0.23, -1.48], [-0.69, 0.23, -0.02], [0.23, 0.31, -0.17], [-0.12, -0.05, -0.36], [0.24, 0.11, 0.17], [-0.14, -0.26, -0.08], [0.34, -0.32, 0.06], [-0.25, 0.23, 0.54], [0.16, 0.17, -0.10], [-0.29, -0.01, 0.14], [0.43, -0.18, 0.07], [-0.09, 0.21, -0.28], [-0.07, 0.27, 0.25], [-0.23, -0.22, 0.04], [-0.07, -0.04, 0.26], [0.26, 0.08, 0.07], [0.01, -0.39, -0.11], [0.06, -0.27, -0.05], [-0.31, 0.23, 0.02], [0.04, 0.12, -0.38], [0.21, 0.24, 0.27], [0.24, 0.09, 0.04], [0.08, -0.08, -0.20], [-0.17, -0.25, 0.33], [0.09, 0.21, 0.08], [-0.12, 0.57, 0.06], [-0.25, -0.01, -0.22], [0.15, -0.07, -0.22], [-0.04, -0.13, -0.13], [-0.13, -0.03, 0.17], [0.28, -0.06, 0.10], [-0.33, 0.06, -0.07], [0.29, 0.01, 0.43], [0.09, 0.17, 0.00], [-0.31, -0.02, -0.28], [-0.24, -0.37, -0.08], [0.29, 0.04, -0.05], [0.11, -0.21, 0.07], [-0.22, 0.04, 0.09], [0.19, 0.20, -0.04], [0.14, 0.24, 0.22], [0.12, -0.26, -0.22], [-0.21, -0.13, -0.32], [-0.02, -0.02, 0.41], [-0.26, 0.07, 0.05], [0.05, 0.16, -0.20], [0.16, 0.09, 0.22], [0.09, 0.32, -0.15], [-0.18, -0.34, 0.14], [0.06, -0.26, -0.10], [-0.17, 0.22, -0.23], [0.05, 0.06, -0.27], [0.19, -0.12, 0.10], [-0.20, 0.26, 0.17], [0.07, 0.57, 0.26], [-0.67, -1.43, 0.06], [0.59, 0.21, 0.17], [0.85, 0.11, -0.76], [0.15, 0.06, 0.16], [-0.65, 1.14, 0.29], [0.68, -0.12, -0.32], [-0.26, -0.58, 0.05], [-0.24, -0.22, 0.22], [0.08, 0.01, -0.49], [0.61, -0.02, 0.19], [-0.32, 0.03, -0.24], [-0.22, 0.35, 0.30], [-0.09, -0.07, 0.27], [-0.06, 0.31, -0.24], [-0.21, 0.11, 0.29], [-0.05, -0.32, -0.08], [0.13, -0.14, -0.16], [0.96, -0.14, 0.75], [-0.12, 0.09, 0.24]],
  "total_charge": 2,
  "total_energy_ha": -5205.98248,
  "de_lowest_kj_mol": 0.0,
  "gap_ev": 5.90,
  "e_homo_ev": -13.017,
  "lumo_ev": -7.1,
  "molar_mass_da": 745.4
}


2.
{
  "formula": "C26H35N7O5PPd",
  "method": "ωB97M-V/def2-TZVPD",
  "elements": ["Pd", "C", "C", "C", "C", "N", "C", "C", "C", "C", "C", "C", "C", "H", "H", "H", "H", "H", "H", "H", "H", "C", "C", "O", "P", "O", "C", "C", "O", "C", "C", "H", "H", "H", "H", "H", "H", "H", "H", "H", "H", "H", "H", "H", "H", "H", "N", "C", "N", "N", "C", "N", "H", "H", "H", "H", "O", "C", "N", "C", "O", "C", "C", "C", "C", "N", "C", "H", "H", "H", "H", "H", "H", "H", "H"],
  "xyz": [[0.4999, 0.2170, -1.0944], [4.8991, -0.2612, -1.5308], [5.3229, 0.9848, -1.0889], [4.3912, 1.9973, -0.9543], [3.0496, 1.7420, -1.2362], [2.6420, 0.5071, -1.5906], [3.5467, -0.4539, -1.7615], [2.0123, 2.7792, -1.1983], [2.3129, 4.1377, -1.3248], [1.2964, 5.0734, -1.3169], [-0.0221, 4.6732, -1.1781], [-0.3343, 3.3235, -1.0704], [0.6725, 2.3717, -1.0975], [5.6051, -1.0585, -1.7068], [6.3649, 1.1651, -0.8690], [4.6985, 2.9824, -0.6370], [3.1871, -1.4063, -2.1343], [3.3357, 4.4583, -1.4558], [1.5333, 6.1208, -1.4301], [-0.8084, 5.4115, -1.1627], [-1.3710, 3.0170, -0.9679], [0.5983, 2.8810, 3.8284], [0.3765, 2.3666, 2.4148], [0.2320, 0.9458, 2.4684], [0.6737, -0.0475, 1.2599], [2.1890, -0.4436, 1.5537], [2.6665, -0.8660, 2.8470], [3.7388, 0.0944, 3.3325], [-0.0797, -1.3618, 1.7990], [-1.5067, -1.3854, 1.8754], [-1.9416, -1.5125, 3.3242], [0.6080, 3.9665, 3.8293], [1.5428, 2.5218, 4.2276], [-0.2006, 2.5376, 4.4804], [1.2092, 2.6356, 1.7563], [-0.5412, 2.7869, 1.9888], [3.0847, -1.8683, 2.7103], [1.8308, -0.9174, 3.5513], [4.4977, 0.2203, 2.5636], [4.2066, -0.2993, 4.2315], [3.3100, 1.0692, 3.5508], [-1.8429, -2.2513, 1.2958], [-1.9165, -0.4768, 1.4229], [-1.5180, -2.4131, 3.7586], [-3.0240, -1.5654, 3.3876], [-1.5941, -0.6555, 3.8932], [-4.6343, 2.3998, -2.2309], [-4.8445, 1.4936, -1.2571], [-6.0537, 1.4596, -0.6749], [-3.9474, 0.6478, -0.8240], [-2.7405, 0.4465, -1.1817], [-1.6549, 0.0786, -1.3902], [-5.3984, 2.9474, -2.5877], [-3.7786, 2.3997, -2.7577], [-6.7803, 2.1010, -0.9377], [-6.2032, 0.8370, 0.0989], [-3.8564, -2.3330, -2.2483], [-3.5140, -3.4935, -1.5243], [-3.0152, -4.4789, -2.4303], [-1.7220, -4.6735, -2.7985], [-1.4164, -5.4166, -3.7001], [-0.6792, -3.9665, -1.9810], [0.0742, -4.6834, -1.0565], [1.0968, -4.0249, -0.3884], [1.3415, -2.6965, -0.6812], [0.6365, -2.0064, -1.5865], [-0.3526, -2.6379, -2.2235], [-3.9669, -1.5882, -1.6482], [-4.4056, -3.9034, -1.0218], [-2.7443, -3.2743, -0.7690], [-3.6895, -4.8910, -3.0631], [-0.1296, -5.7294, -0.8832], [1.7074, -4.5326, 0.3414], [2.1338, -2.1583, -0.1705], [-0.8951, -2.0644, -2.9673]],
  "forces_ev_per_a": [[0.78, 1.79, -1.05], [-0.09, 0.12, 0.00], [-0.18, -0.08, -0.05], [-0.06, -0.08, -0.06], [0.38, 0.02, -0.09], [-0.36, 0.31, -0.11], [0.31, -0.11, -0.09], [-0.28, -0.11, 0.00], [-0.16, -0.25, 0.07], [0.08, 0.18, 0.01], [0.03, -0.17, -0.01], [-0.20, -0.38, 0.06], [0.07, -1.96, 0.27], [-0.03, -0.08, 0.01], [0.06, 0.03, -0.01], [-0.02, 0.02, 0.04], [-0.08, 0.08, 0.11], [0.08, 0.03, 0.00], [0.01, 0.08, 0.01], [-0.12, 0.08, -0.01], [0.08, 0.02, 0.01], [-0.06, -0.20, -0.37], [0.04, 0.38, 0.03], [0.06, -0.53, -0.02], [-0.29, 0.45, 0.40], [0.13, 0.07, 0.06], [0.22, -0.04, 0.32], [-0.28, -0.17, -0.24], [0.31, -0.30, 0.12], [-0.27, -0.01, 0.18], [0.20, 0.07, -0.30], [0.02, 0.15, 0.01], [0.10, -0.03, 0.04], [-0.09, 0.00, 0.06], [-0.05, 0.03, 0.04], [0.13, -0.02, 0.01], [-0.14, 0.10, 0.05], [0.11, -0.06, -0.10], [0.11, -0.02, -0.03], [0.04, 0.01, 0.09], [-0.03, 0.09, 0.05], [0.03, 0.11, -0.03], [-0.05, -0.07, -0.02], [0.01, -0.11, 0.08], [-0.17, -0.03, 0.02], [0.02, 0.10, 0.07], [-0.16, -0.06, 0.12], [0.08, 0.26, -0.30], [0.09, 0.15, -0.20], [-1.38, -0.31, 0.95], [1.64, -0.33, -0.64], [-0.57, 0.73, -0.28], [0.07, 0.03, -0.03], [0.06, -0.10, 0.02], [-0.02, -0.04, 0.06], [0.04, -0.02, -0.03], [0.03, 0.19, -0.26], [-0.03, -0.13, 0.42], [-0.50, 0.07, 0.01], [-0.09, 0.10, 0.06], [0.21, -0.13, -0.14], [0.49, 0.03, -0.09], [0.07, 0.41, -0.04], [-0.05, -0.14, -0.19], [0.10, -0.15, 0.01], [-0.25, 0.28, 0.93], [-0.19, -0.06, -0.18], [-0.08, -0.04, 0.12], [0.27, 0.08, -0.10], [-0.19, -0.10, -0.16], [0.10, -0.06, 0.06], [-0.04, -0.08, 0.06], [0.03, -0.04, 0.06], [-0.14, -0.04, -0.03], [-0.05, 0.03, 0.15]],
  "total_charge": 1,
  "total_energy_ha": -2240.38505,
  "de_lowest_kj_mol": 171.4,
  "gap_ev": 7.14,
  "e_homo_ev": -9.836,
  "lumo_ev": -2.7,
  "molar_mass_da": 663.0
}